*P*
A 21-piece molecular cluster, H42O21 overall, computed with the ωB97M-V functional and the def2-TZVPD basis.

```
63
Properties=species:S:1:pos:R:3:nbo_charge:R:1
O 1.235 1.284 -0.009 -0.952
H 0.762 1.840 0.416 0.459
H 0.664 0.988 -0.790 0.492
O -0.114 -1.515 -1.367 -0.996
H 0.609 -0.981 -1.135 0.506
H -0.804 -1.859 -0.854 0.492
O -1.106 4.353 -1.609 -0.985
H -0.464 4.992 -1.986 0.483
H -1.104 3.510 -2.002 0.497
O 4.812 1.054 -0.841 -0.973
H 5.605 0.857 -0.416 0.488
H 4.209 1.756 -0.573 0.489
O -1.799 -1.069 1.302 -0.916
H -2.617 -0.890 1.345 0.448
H -1.834 -1.816 0.625 0.459
O 0.706 -0.069 2.750 -0.979
H 1.695 0.177 2.539 0.489
H 0.498 -0.071 1.829 0.487
O 1.615 -3.916 2.920 -0.939
H 0.697 -3.494 3.131 0.469
H 2.203 -3.200 2.867 0.472
O -3.476 4.047 -0.068 -0.947
H -2.584 4.698 0.028 0.486
H -3.043 3.189 0.220 0.458
O 3.645 -1.525 1.927 -0.960
H 3.844 -1.644 2.818 0.483
H 4.085 -0.715 1.691 0.482
O 2.175 3.792 1.495 -0.927
H 1.392 4.231 1.518 0.462
H 2.194 3.442 0.604 0.465
O 1.292 -1.168 4.888 -0.951
H 0.938 -0.196 4.753 0.468
H 0.644 -1.692 4.247 0.481
O -3.941 -1.835 -0.263 -0.959
H -3.829 -1.441 -1.103 0.483
H -3.447 -2.710 -0.156 0.483
O -1.625 1.025 -1.887 -0.948
H -2.272 0.796 -1.397 0.448
H -2.011 1.688 -2.476 0.497
O 1.373 -2.023 -3.254 -0.956
H 0.543 -2.486 -3.144 0.481
H 1.981 -2.760 -2.958 0.477
O -0.455 -3.919 0.003 -0.950
H 0.301 -3.428 0.014 0.476
H -0.347 -4.594 0.585 0.478
O 4.034 -1.334 -0.544 -0.938
H 3.504 -0.638 -0.052 0.457
H 3.790 -2.082 0.092 0.474
O -0.702 2.716 -3.710 -0.973
H -0.158 2.031 -4.104 0.500
H -1.315 2.684 -4.479 0.465
O -3.951 0.392 2.536 -0.919
H -3.548 0.371 3.421 0.484
H -3.736 -0.489 2.335 0.437
O -1.609 -0.583 4.225 -0.967
H -1.375 -0.264 3.316 0.495
H -0.917 -0.188 4.796 0.470
O -2.482 -0.022 -4.761 -0.959
H -2.143 -0.489 -3.968 0.480
H -1.718 0.555 -5.165 0.479
O 0.138 0.352 -3.688 -0.992
H 1.101 0.084 -3.879 0.507
H -0.098 -0.055 -2.907 0.497
```

The orbital gap comes out at 10.2151 eV. For the highest occupied orbital energy, the calculation gives -0.392 hartree.

*Q*
A 21-piece molecular cluster, H42O21 overall, computed with the ωB97M-V functional and the def2-TZVPD basis.

```
63
Properties=species:S:1:pos:R:3:nbo_charge:R:1
O 1.775 2.634 -3.742 -0.956
H 1.857 3.149 -2.956 0.467
H 2.609 2.152 -3.821 0.484
O -1.090 2.836 3.795 -0.949
H -0.211 2.891 4.180 0.467
H -1.040 3.292 2.948 0.485
O -0.852 -0.269 4.900 -0.940
H -0.349 0.540 4.776 0.471
H -0.211 -0.966 5.071 0.480
O 1.388 1.923 -0.848 -0.974
H 2.102 1.296 -0.987 0.472
H 0.556 1.570 -1.183 0.523
O -3.815 -0.239 1.881 -0.945
H -3.706 -0.899 1.195 0.464
H -4.617 -0.502 2.348 0.492
O 3.254 3.612 0.371 -0.957
H 3.158 4.334 -0.255 0.473
H 2.525 3.011 0.191 0.475
O 1.767 0.771 1.845 -0.979
H 1.867 1.150 0.963 0.472
H 0.820 0.600 1.883 0.491
O -2.348 -2.938 -2.726 -0.938
H -2.542 -2.939 -1.791 0.454
H -2.954 -2.325 -3.146 0.486
O 4.080 -1.777 2.142 -0.957
H 4.249 -1.241 2.919 0.479
H 3.207 -1.575 1.799 0.478
O 3.309 2.396 3.600 -0.926
H 3.312 2.094 2.679 0.477
H 2.350 2.499 3.636 0.448
O -1.047 -0.589 2.251 -1.001
H -1.963 -0.894 2.199 0.486
H -1.107 0.052 2.985 0.496
O 2.329 -1.589 -1.401 -0.963
H 2.771 -2.322 -0.964 0.496
H 2.406 -0.794 -0.874 0.472
O -1.032 -0.048 -1.399 -0.956
H -1.624 -0.595 -0.879 0.475
H -0.765 -0.669 -2.086 0.480
O 0.574 -3.266 -2.968 -0.942
H 1.217 -3.014 -2.303 0.474
H 0.213 -4.104 -2.674 0.465
O 3.788 0.131 -3.890 -0.955
H 4.483 0.064 -3.231 0.465
H 2.985 -0.082 -3.395 0.492
O -1.858 3.634 -0.275 -0.948
H -1.744 2.701 -0.084 0.468
H -2.660 3.759 -0.779 0.481
O -4.794 -1.372 -1.728 -0.938
H -4.355 -1.709 -0.944 0.452
H -5.087 -0.489 -1.508 0.486
O -4.674 1.253 -0.155 -0.964
H -3.998 0.889 -0.730 0.462
H -4.312 1.458 0.708 0.501
O 0.573 -2.940 0.733 -0.967
H 0.359 -2.555 1.585 0.488
H 0.328 -2.369 0.004 0.477
O -1.780 -4.000 1.119 -0.938
H -1.524 -4.479 1.918 0.471
H -1.846 -4.779 0.548 0.468
O 0.821 0.111 -3.686 -0.927
H -0.028 -0.036 -3.268 0.445
H 0.538 0.502 -4.515 0.485
```

The orbital gap comes out at 9.9482 eV. For the highest occupied orbital energy, the calculation gives -0.395 hartree.

*R*
A 21-piece molecular cluster, H42O21 overall, computed with the ωB97M-V functional and the def2-TZVPD basis.

```
63
Properties=species:S:1:pos:R:3:nbo_charge:R:1
O -1.537 0.368 -4.842 -0.919
H -1.717 1.244 -4.668 0.455
H -2.462 0.081 -5.114 0.465
O -2.916 0.994 -2.045 -0.961
H -3.611 1.343 -1.430 0.475
H -2.462 1.783 -2.343 0.455
O 1.309 -2.043 3.060 -0.970
H 0.430 -1.654 2.371 0.468
H 1.821 -1.276 2.666 0.444
O -2.584 -2.286 -0.614 -0.945
H -1.986 -2.524 -1.364 0.473
H -2.499 -1.370 -0.695 0.472
O 2.228 -3.223 0.299 -0.928
H 1.651 -2.578 0.544 0.466
H 3.072 -2.845 0.842 0.452
O 3.073 2.418 -2.020 -0.943
H 3.383 1.601 -1.803 0.460
H 2.562 2.325 -2.915 0.484
O 0.609 -1.211 0.463 -0.910
H 1.289 -0.648 0.653 0.463
H -0.033 -0.493 0.380 0.471
O 2.324 -1.801 -3.366 -0.940
H 2.780 -2.307 -2.636 0.474
H 2.266 -0.967 -2.971 0.467
O -2.896 -3.716 2.022 -0.961
H -1.975 -3.788 2.100 0.478
H -3.198 -3.800 1.141 0.492
O -1.975 3.485 -2.652 -0.921
H -2.858 3.174 -2.832 0.463
H -1.789 3.435 -1.797 0.471
O 3.222 -0.620 1.886 -0.965
H 2.620 0.157 2.177 0.484
H 3.702 -0.961 2.704 0.514
O -2.849 -0.449 1.717 -0.983
H -2.037 -0.281 2.013 0.469
H -2.998 -1.445 1.807 0.512
O -0.579 1.388 1.943 -0.958
H 0.333 1.738 1.875 0.480
H -0.878 1.266 1.027 0.478
O 5.466 -0.827 -0.114 -0.916
H 4.704 -0.391 -0.520 0.454
H 5.145 -1.725 -0.177 0.463
O 2.951 2.462 3.290 -0.929
H 2.762 3.209 3.666 0.463
H 3.090 2.571 2.377 0.468
O 0.881 2.969 0.092 -0.951
H 0.616 3.224 -0.791 0.491
H 1.350 3.777 0.242 0.480
O -2.796 1.846 0.791 -0.966
H -3.413 1.265 1.172 0.507
H -2.871 2.558 1.324 0.464
O -2.012 -0.116 5.023 -0.937
H -1.655 -1.110 5.105 0.474
H -1.292 0.360 5.419 0.464
O -0.398 -3.696 -2.913 -0.932
H -0.371 -2.668 -3.129 0.461
H 0.146 -3.981 -3.593 0.476
O -1.712 4.210 -0.084 -0.991
H -1.015 3.544 0.526 0.511
H -2.533 3.754 -0.213 0.471
O 0.212 -0.633 -1.910 -0.974
H -0.323 -0.075 -1.442 0.464
H 0.077 -1.668 -1.889 0.503
```

The orbital gap comes out at 9.9509 eV. For the highest occupied orbital energy, the calculation gives -0.390 hartree.

Which structure is most stable? *Q*, by 462.2 kJ/mol over the runner-up.

*P*
One molecule with the formula C7H13NO2, computed with the ωB97M-V functional and the def2-TZVPD basis.

```
23
Properties=species:S:1:pos:R:3:nbo_charge:R:1
C 0.552 2.308 1.030 -0.401
N 0.211 1.014 0.400 -0.477
C -1.264 0.658 0.504 -0.228
C -1.635 -0.339 -0.514 -0.421
C -0.901 -1.660 -0.262 -0.403
C 0.601 -1.368 -0.098 -0.349
C 1.216 -1.416 -1.561 0.797
O 1.590 -2.352 -2.201 -0.574
O 0.969 -0.214 -2.092 -0.720
C 1.094 -0.097 0.719 -0.239
H -0.207 2.993 0.774 0.211
H 0.678 2.324 2.171 0.170
H 1.609 2.456 0.672 0.203
H -1.614 0.367 1.488 0.174
H -1.885 1.563 0.310 0.208
H -1.383 0.198 -1.518 0.214
H -2.656 -0.441 -0.617 0.217
H -1.294 -1.875 0.702 0.212
H -0.827 -2.395 -1.135 0.251
H 0.951 -2.317 0.312 0.236
H 0.911 0.440 -1.259 0.520
H 2.182 0.328 0.380 0.204
H 1.101 -0.176 1.794 0.195
```

Its SMILES is CN1CCC[C@@H](C(=O)O)C1. The orbital gap comes out at 10.0297 eV. For the highest occupied orbital energy, the calculation gives -0.344 hartree.

*Q*
One molecule with the formula C7H13NO2, computed with the ωB97M-V functional and the def2-TZVPD basis.

```
23
Properties=species:S:1:pos:R:3:nbo_charge:R:1
C 1.677 1.732 1.504 -0.632
C 0.489 1.028 0.925 0.077
C -0.792 1.801 0.975 -0.675
C 0.602 -0.201 0.427 -0.255
C -0.512 -1.041 -0.174 0.119
C -0.076 -2.506 -0.297 -0.605
O -1.690 -0.992 0.594 -0.717
C -0.811 -0.408 -1.543 0.672
N 0.132 -0.536 -2.494 -0.814
O -1.836 0.225 -1.712 -0.641
H 1.455 2.044 2.528 0.216
H 2.563 1.098 1.515 0.211
H 1.903 2.632 0.920 0.215
H -0.592 2.861 1.202 0.209
H -1.440 1.383 1.745 0.240
H -1.328 1.755 0.031 0.240
H 1.571 -0.688 0.443 0.195
H 0.830 -2.614 -0.880 0.192
H 0.100 -2.899 0.698 0.227
H -0.865 -3.083 -0.759 0.223
H -2.317 -0.428 0.097 0.496
H -0.025 -0.090 -3.387 0.407
H 0.963 -1.071 -2.359 0.398
```

Its SMILES is CC(C)=C[C@@](C)(O)C(N)=O. The orbital gap comes out at 9.7365 eV. For the highest occupied orbital energy, the calculation gives -0.330 hartree.

Which structure is most stable? *Q*, by 171.9 kJ/mol over the runner-up.

*P*
A 2-piece molecular cluster, C6H9N2O overall, computed with the ωB97M-V functional and the def2-TZVPD basis.

```
18
Properties=species:S:1:pos:R:3:nbo_charge:R:1
C -2.267 -0.826 0.800 -0.412
C -3.538 -0.390 0.589 0.132
C -2.279 0.812 -0.741 0.019
C -1.471 -0.020 -0.005 0.063
C 0.931 -0.215 -0.066 0.609
C 3.083 0.698 0.253 -0.460
N 1.705 0.753 0.335 -0.575
N 1.257 -1.347 -0.616 -0.762
O -3.540 0.555 -0.375 -0.350
H -1.962 -1.459 1.669 0.271
H -4.505 -0.656 0.803 0.228
H -1.958 1.571 -1.461 0.236
H 3.497 0.843 -0.759 0.218
H 3.643 1.406 0.912 0.262
H 3.420 -0.249 0.538 0.218
H 1.256 1.648 0.153 0.441
H 0.527 -1.808 -1.143 0.455
H 2.201 -1.316 -0.885 0.410
```

As for the net charge: +1. The orbital gap comes out at 7.7983 eV. For the highest occupied orbital energy, the calculation gives -0.472 hartree.

*Q*
C6H9N2O as an isolated structure, computed with the ωB97M-V functional and the def2-TZVPD basis.

```
18
Properties=species:S:1:pos:R:3:nbo_charge:R:1
C 0.819 -2.068 -1.393 -0.245
C 1.093 -0.738 -1.646 -0.244
C 0.198 -2.136 -0.096 -0.046
C 0.623 -0.044 -0.546 0.054
C -0.851 -0.319 1.302 0.100
C 0.328 1.439 -0.305 0.251
N 0.098 -0.898 0.392 -0.398
N -0.360 1.536 1.077 -0.572
O -0.595 1.957 -1.173 -0.695
H 1.164 -2.977 -1.951 0.261
H 1.458 -0.203 -2.465 0.239
H 0.007 -3.040 0.571 0.247
H -1.964 -0.421 0.996 0.246
H -0.719 -0.297 2.386 0.224
H 1.240 2.073 -0.076 0.199
H -1.163 2.117 1.123 0.443
H 0.269 1.623 1.836 0.421
H -0.308 1.856 -2.098 0.514
```

As for the net charge: +1. The orbital gap comes out at 8.0847 eV. For the highest occupied orbital energy, the calculation gives -0.459 hartree.

Which structure is most stable? *Q*, by 214.6 kJ/mol over the runner-up.